This record from the OMol25 dataset describes a molecular structure, C28H30N3O2S2 in a non-equilibrium geometry. The level of theory is wB97M-V/def2-TZVPD.

Output
**Orbital gap**: 0.2158 hartree
**Calculated total energy**: -59757.9920 eV
**Net charge**: -1
**E_LUMO**: 2.7 eV

Last column: Mulliken charge in e.
Positions of all 65 atoms, in Å:
C -5.6274 -1.3323 -4.8275  -1.0956
N -4.3843 -1.0169 -4.1309  0.1420
C -3.6490 -2.1856 -3.6643  -1.0636
C -2.5340 -1.7713 -2.7315  -0.3203
N -1.7064 -0.8197 -3.4371  0.0905
C -0.5484 -0.4977 -2.7938  0.5243
S -0.0747 -1.4620 -1.3991  -0.4244
S 0.4583 0.6331 -3.4749  -0.4191
C -2.3324 0.3148 -4.1210  -0.3589
C -3.5890 -0.0564 -4.8612  -1.0577
H -6.2562 -0.4278 -4.9135  0.3067
H -5.4661 -1.7548 -5.8411  0.3576
H -6.1690 -2.0744 -4.2245  0.3421
H -4.3566 -2.8449 -3.1245  0.4637
H -3.1492 -2.7368 -4.4913  0.3200
H -2.9467 -1.3269 -1.8061  0.2421
H -1.9614 -2.6949 -2.5053  0.4457
H -2.5657 1.0963 -3.4097  0.1263
H -1.6359 0.7912 -4.8101  0.4730
H -3.2514 -0.4468 -5.8343  0.3544
H -4.2385 0.8075 -5.0801  0.4572
C -1.4443 5.7909 0.2768  -0.3846
C -0.5473 4.8203 0.7815  -0.5624
C -0.7234 3.4580 0.4490  -0.1142
C -1.7385 3.0474 -0.4101  0.4822
C -2.5215 4.0389 -0.9923  -0.2079
C -2.4178 5.3848 -0.6610  -0.6424
C -1.7173 1.5492 -0.5770  -0.5431
O -2.6404 0.9084 -1.1191  -0.7327
C -0.4868 1.0890 0.0712  -0.2762
C 0.1628 -0.1905 -0.2571  1.8110
C 1.0716 -0.6995 0.8112  -0.1109
C 0.7496 -0.3525 2.1259  -1.8175
C 1.6929 -0.6111 3.0902  1.1575
C 2.8975 -1.2872 2.7716  -0.3690
N 3.7883 -1.5736 3.7779  0.1101
C 3.4140 -1.4204 5.1784  -0.6754
C 2.5787 -0.1787 5.3974  -0.8796
C 1.3845 -0.1421 4.4665  -0.6725
C 4.8871 -2.4991 3.5642  -0.6657
C 5.4977 -2.3168 2.1868  -0.8573
C 4.4383 -2.3913 1.0988  -0.8463
C 3.1785 -1.6431 1.4158  0.7712
C 2.2445 -1.3540 0.4441  -1.3728
C 0.1092 2.2750 0.7758  0.9326
O 1.0972 2.4278 1.4784  -0.8050
H -1.4321 6.8401 0.5794  0.3601
H 0.2021 5.1912 1.4798  0.4200
H -3.2582 3.7169 -1.7238  0.4050
H -3.0995 6.1384 -1.1059  0.3282
H 0.7204 0.1142 -1.2164  -0.2252
H -0.2177 0.0520 2.4267  0.5874
H 2.8351 -2.3087 5.4889  0.2984
H 4.3414 -1.4057 5.7727  0.3882
H 2.2563 -0.1551 6.4356  0.3765
H 3.1937 0.7092 5.2449  0.3069
H 1.0074 0.8820 4.3958  0.3097
H 0.5646 -0.7370 4.8896  0.3209
H 5.6326 -2.3353 4.3585  0.3801
H 4.5313 -3.5436 3.6747  0.2939
H 5.9986 -1.3474 2.1464  0.2981
H 6.2605 -3.0800 2.0367  0.3790
H 4.8430 -2.0037 0.1644  0.4003
H 4.2069 -3.4469 0.9069  0.2839
H 2.4424 -1.6039 -0.6183  0.4531



This record from the OMol25 dataset describes a single CH4 molecule in a non-equilibrium geometry. The level of theory is wB97M-V/def2-TZVPD.

Output
**SMILES string**: C
**Relative energy (zero: lowest compared OMol25 entry of this formula, charge and spin)**: 14.6 kJ/mol
**Orbital gap**: 0.5296 hartree
**Calculated total energy**: -1101.6651 eV
**E_LUMO**: 1.3 eV

Last column: Mulliken charge in e.
Positions of all 5 atoms, in Å:
C 0.0263 -0.0077 0.0029  -0.9350
H -0.4178 0.9909 -0.0830  0.2387
H -0.4378 -0.5382 -0.8058  0.2474
H -0.4499 -0.4045 0.8687  0.2504
H 1.1478 -0.0021 0.0026  0.1984



This record from the OMol25 dataset describes 6 unconnected molecules or ions with the total composition C12H24Br12 in a non-equilibrium geometry. The level of theory is wB97M-V/def2-TZVPD.

Output
**SMILES string**: BrCCBr.BrCCBr.BrCCBr.BrCCBr.BrCCBr.BrCCBr
**Relative energy (zero: lowest compared OMol25 entry of this formula, charge and spin)**: 157.9 kJ/mol
**Orbital gap**: 0.3739 hartree
**Calculated total energy**: -853342.7201 eV
**E_LUMO**: 0.1 eV

Last column: Mulliken charge in e.
Positions of all 48 atoms, in Å:
Br 0.3633 -1.5265 4.8805  -0.1857
C -1.5396 -1.6399 4.2518  -0.5073
C -2.2921 -1.0968 5.4569  -0.6047
Br -4.1976 -1.3935 4.8526  -0.1837
H -1.8359 -2.6748 4.0806  0.2975
H -1.6548 -1.0740 3.3274  0.3136
H -2.1933 -0.0232 5.6173  0.3950
H -2.0818 -1.5685 6.4168  0.4425
Br -0.1840 -2.7476 -1.7259  -0.1123
C -0.2785 -1.0191 -0.8497  -0.2093
C -0.8801 -0.9900 0.5063  -0.2681
Br -2.8664 -1.4064 0.3122  -0.1312
H -0.9104 -0.4287 -1.5131  0.3500
H 0.7593 -0.6858 -0.8438  -0.1289
H -0.6892 -0.0482 1.0208  0.0383
H -0.4588 -1.8667 0.9981  0.4273
Br -6.6032 -4.1944 -1.0619  -0.1730
C -5.4587 -3.9657 0.5229  -0.4874
C -4.3616 -4.9702 0.4378  -0.6151
Br -3.4213 -4.9140 2.1887  -0.1529
H -6.0289 -4.2039 1.4208  0.4039
H -5.1532 -2.9211 0.5834  0.1542
H -3.6829 -4.9442 -0.4147  0.4022
H -4.8633 -5.9340 0.3507  0.4374
Br 2.5436 0.5187 -5.5412  -0.1598
C 0.9187 0.8920 -4.3683  -0.4446
C 0.6091 2.3825 -4.1283  -0.4256
Br -0.5822 2.6082 -2.5530  -0.1673
H 0.8215 0.3499 -3.4276  -0.0134
H 0.0886 0.4393 -4.9104  0.4327
H 0.0379 2.8609 -4.9239  0.3899
H 1.5169 2.9748 -4.0133  0.3776
Br 7.7631 1.1366 -0.7733  -0.1831
C 5.7685 1.3391 -1.0524  -0.6862
C 5.1248 0.4295 -2.0929  -0.4856
Br 3.1410 0.5054 -1.7860  -0.0132
H 5.6361 2.3867 -1.3228  0.3421
H 5.3062 1.1534 -0.0829  0.3777
H 5.3827 -0.6293 -2.1173  0.4148
H 5.3559 0.9145 -3.0413  0.3044
Br 0.5924 2.3589 1.1912  -0.0601
C 1.2166 3.9434 0.1417  -0.6539
C 1.8148 5.1099 1.0051  -0.5102
Br 0.2340 6.0567 1.6921  -0.1586
H 0.3806 4.3370 -0.4364  0.4076
H 1.9970 3.5382 -0.5024  0.2638
H 2.3779 5.8224 0.4023  0.3781
H 2.4670 4.8081 1.8246  0.3709



This record from the OMol25 dataset describes a single C4H4Cl2NP molecule in a non-equilibrium geometry. The level of theory is wB97M-V/def2-TZVPD.

Output
**SMILES string**: ClP(Cl)c1ccc[nH]1
**Relative energy (zero: lowest compared OMol25 entry of this formula, charge and spin)**: 15.0 kJ/mol
**Orbital gap**: 0.3395 hartree
**Calculated total energy**: -40037.0455 eV
**E_LUMO**: 0.5 eV

Last column: Mulliken charge in e.
Positions of all 12 atoms, in Å:
C 0.6109 -0.1103 -0.6268  -0.4707
C -0.6758 -0.1113 -1.3199  -0.4455
C 0.3711 0.1295 0.7143  -0.4684
C -1.6340 0.1190 -0.3736  0.1216
N -0.9769 0.3723 0.9638  -0.1313
P -3.3646 0.2696 -0.7119  0.1396
Cl -4.1960 1.0877 0.8876  -0.2029
Cl -3.8842 -1.7307 -0.4272  -0.2312
H 1.5624 -0.2660 -1.0048  0.4355
H -0.7869 -0.1391 -2.2979  0.5860
H 1.1389 0.0844 1.4495  0.4036
H -1.3929 0.3195 1.9090  0.2638